1.
{"formula": "C38H74ClFN3O8PS2", "method": "ωB97M-V/def2-TZVPD", "smiles": "C#CC[C@@]1(F)[C@@H](N=C=S)[C@H](P(O)Cl)[C@H](CCCCCCCCCCCCCCCCCC)OS1(=O)=O.COCCNCCOC.COCCNCCOC", "orbital_gap_ev": 8.67, "total_energy_ev": -107649.606, "species": ["C", "C", "C", "C", "F", "C", "N", "C", "S", "C", "P", "O", "Cl", "C", "C", "C", "C", "C", "C", "C", "C", "C", "C", "C", "C", "C", "C", "C", "C", "C", "C", "C", "O", "S", "O", "O", "H", "H", "H", "H", "H", "H", "H", "H", "H", "H", "H", "H", "H", "H", "H", "H", "H", "H", "H", "H", "H", "H", "H", "H", "H", "H", "H", "H", "H", "H", "H", "H", "H", "H", "H", "H", "H", "H", "H", "H", "H", "H", "H", "H", "C", "O", "C", "C", "N", "C", "C", "O", "C", "H", "H", "H", "H", "H", "H", "H", "H", "H", "H", "H", "H", "H", "H", "H", "C", "O", "C", "C", "N", "C", "C", "O", "C", "H", "H", "H", "H", "H", "H", "H", "H", "H", "H", "H", "H", "H", "H", "H"], "coordinates": [[1.3313, 8.4184, -1.9268], [0.6275, 7.4412, -1.8359], [-0.2604, 6.2811, -1.6631], [-1.1524, 6.0313, -2.9032], [-1.3339, 7.2478, -3.4920], [-0.4952, 5.0943, -3.9722], [0.9938, 5.1167, -3.7330], [1.6333, 4.8258, -4.7117], [2.4690, 4.0058, -5.7597], [-1.0349, 3.6400, -3.9853], [-2.2144, 3.2183, -5.3943], [-1.1693, 2.5481, -6.5045], [-2.8407, 4.9690, -6.3075], [-1.6265, 3.1958, -2.6109], [-1.9373, 1.6757, -2.6814], [-1.3089, 0.8793, -1.5018], [-2.2732, 0.7257, -0.3146], [-1.5243, 0.1310, 0.9063], [-2.4560, -0.5879, 1.9079], [-1.9441, -0.4923, 3.3746], [-1.8407, -1.8707, 4.0578], [-1.5038, -1.7681, 5.5630], [-0.0324, -1.3158, 5.7937], [0.6785, -2.1817, 6.9004], [1.8691, -2.9080, 6.2284], [2.6950, -3.7778, 7.2282], [3.2942, -5.0147, 6.5112], [4.7332, -4.8022, 6.0034], [4.8285, -3.8095, 4.8180], [6.2970, -3.7977, 4.3054], [6.4472, -3.8755, 2.7712], [5.5068, -2.9191, 1.9759], [-2.8696, 3.8462, -2.2962], [-2.8417, 5.4524, -2.4385], [-3.7763, 5.8266, -3.4422], [-3.2360, 6.0075, -1.1850], [1.9019, 9.2945, -1.7142], [0.2768, 5.3845, -1.3427], [-0.9275, 6.5550, -0.8309], [-0.6415, 5.6127, -4.9278], [-0.1609, 2.9849, -4.1256], [-0.7816, 3.2717, -7.0238], [-0.8391, 3.3347, -1.8552], [-3.0225, 1.5187, -2.6526], [-1.5689, 1.2211, -3.6089], [-0.3333, 1.2987, -1.2181], [-1.1159, -0.1395, -1.8715], [-2.7529, 1.6769, -0.0397], [-3.0782, 0.0123, -0.5517], [-0.7627, -0.5899, 0.5711], [-1.0212, 0.9698, 1.4091], [-3.4239, -0.0626, 1.8854], [-2.6505, -1.6306, 1.6287], [-2.6214, 0.1326, 3.9759], [-0.9597, -0.0022, 3.4319], [-1.0738, -2.4813, 3.5582], [-2.8167, -2.3710, 3.9555], [-2.1691, -1.0097, 6.0025], [-1.7012, -2.7211, 6.0702], [0.5313, -1.3598, 4.8517], [0.0131, -0.2815, 6.1592], [-0.0259, -2.9071, 7.3283], [1.0180, -1.5206, 7.7105], [2.5198, -2.1645, 5.7520], [1.4265, -3.5339, 5.4384], [2.0053, -4.0492, 8.0385], [3.4863, -3.1359, 7.6408], [2.6754, -5.2967, 5.6489], [3.2987, -5.8547, 7.2216], [5.4218, -4.4514, 6.7869], [5.1027, -5.7763, 5.6469], [4.5900, -2.7893, 5.1474], [4.1058, -4.1077, 4.0457], [6.8076, -2.8965, 4.6719], [6.8386, -4.6545, 4.7319], [6.2998, -4.8935, 2.3859], [7.4826, -3.5972, 2.5275], [4.9889, -3.4794, 1.1894], [6.1107, -2.1420, 1.4919], [4.7571, -2.4119, 2.5927], [5.0538, 0.8044, -12.5484], [5.7334, 2.0307, -12.3515], [5.0122, 3.1699, -12.8088], [4.5333, 4.0161, -11.6435], [3.4681, 3.3465, -10.9034], [3.1349, 3.9858, -9.6313], [4.2151, 4.0460, -8.5519], [4.5674, 2.7833, -8.0113], [5.5352, 2.0571, -8.7499], [5.7549, -0.0021, -12.3373], [4.2013, 0.7051, -11.8690], [4.7124, 0.7037, -13.5828], [4.1838, 2.8900, -13.4660], [5.7139, 3.7676, -13.3979], [4.1579, 4.9709, -12.0223], [5.4021, 4.2162, -11.0042], [3.7481, 2.3933, -10.7147], [2.2868, 3.4311, -9.2187], [2.7786, 5.0012, -9.8330], [3.8003, 4.6126, -7.7175], [5.1067, 4.5959, -8.8742], [6.2521, 2.7127, -9.2492], [5.0543, 1.3998, -9.4783], [6.0783, 1.4219, -8.0491], [-6.3358, -2.6463, 8.8133], [-6.9500, -3.8411, 8.3664], [-8.2363, -3.6474, 7.7875], [-8.2026, -3.8921, 6.2901], [-7.4720, -2.8358, 5.5967], [-7.1842, -3.1313, 4.1939], [-6.2860, -4.3286, 3.8827], [-4.9400, -4.1689, 4.2980], [-4.6882, -4.4972, 5.6536], [-5.4559, -2.9215, 9.3935], [-6.0123, -2.0235, 7.9732], [-7.0092, -2.0731, 9.4573], [-8.6432, -2.6594, 8.0215], [-8.8974, -4.3924, 8.2398], [-9.2266, -3.9272, 5.9076], [-7.7402, -4.8737, 6.1283], [-6.5939, -2.6771, 6.0726], [-6.7018, -2.2411, 3.7815], [-8.1323, -3.2507, 3.6599], [-6.2466, -4.4235, 2.7939], [-6.6966, -5.2752, 4.2522], [-5.3335, -5.3023, 6.0125], [-4.7923, -3.6164, 6.2925], [-3.6507, -4.8274, 5.7264]], "forces_ev_per_a": [[-0.6, -0.8, 0.8], [0.6, 0.3, -0.3], [-0.7, 0.4, 0.6], [1.5, -0.6, -0.3], [-0.7, -0.1, -0.1], [0.1, 0.6, 0.6], [-1.3, 0.6, -0.4], [1.1, -1.8, 0.2], [-0.2, 0.6, 0.0], [0.4, 1.2, 0.3], [-0.7, -1.6, -0.1], [-0.4, 1.3, 0.4], [0.8, -0.1, 0.1], [0.3, -1.6, -1.5], [0.4, -0.3, 0.9], [-0.9, -0.3, -0.6], [0.6, -0.6, 0.5], [-0.4, 0.0, -0.1], [0.0, 1.1, 0.5], [0.2, -0.6, 0.2], [-0.4, 0.2, 0.5], [0.3, 0.7, -0.7], [-0.3, -0.4, 1.2], [0.5, 0.6, -1.2], [-0.3, -0.1, 1.0], [-0.6, 0.3, -1.2], [0.6, 0.2, 0.9], [-0.5, 0.2, -0.5], [0.8, -0.4, 0.6], [-0.3, -0.2, -0.5], [-0.1, 0.6, -0.1], [0.5, -0.1, 0.0], [1.3, 1.2, -0.2], [-3.1, 1.2, 1.0], [0.6, -0.6, -1.6], [1.3, -0.3, 1.1], [0.0, 0.0, -0.4], [0.0, 0.1, -0.3], [0.0, -0.2, -0.2], [-0.3, -0.3, 0.2], [-0.3, 0.1, -0.2], [0.3, -0.4, -0.1], [-0.5, 0.4, 0.1], [0.2, 0.2, -0.2], [-0.1, 0.4, 0.0], [-0.2, 0.0, 0.1], [0.2, 0.2, 0.1], [0.1, -0.2, -0.1], [0.1, 0.3, -0.3], [0.0, 0.3, 0.0], [0.1, -0.3, 0.0], [0.1, -0.3, -0.1], [0.2, 0.2, 0.0], [0.1, -0.1, -0.2], [-0.2, -0.1, -0.2], [-0.2, 0.0, 0.0], [0.3, 0.0, -0.1], [0.0, -0.3, 0.0], [0.1, 0.2, -0.2], [-0.1, -0.1, 0.2], [-0.2, -0.1, -0.4], [0.2, 0.1, -0.1], [0.0, -0.3, -0.1], [-0.2, -0.1, 0.0], [0.3, 0.1, 0.1], [0.3, -0.2, -0.1], [-0.1, -0.3, 0.1], [0.0, 0.0, 0.3], [0.0, 0.1, -0.3], [-0.3, -0.2, 0.0], [0.1, 0.2, 0.1], [-0.3, -0.3, -0.1], [0.2, 0.1, 0.1], [-0.1, -0.2, -0.1], [-0.1, 0.2, 0.0], [0.0, 0.1, 0.4], [-0.2, -0.3, 0.0], [0.0, 0.3, 0.1], [-0.3, -0.1, 0.0], [0.1, -0.2, 0.0], [0.2, 0.1, 0.1], [-0.3, -0.2, -0.1], [0.3, 0.4, 0.1], [-0.1, -0.3, 0.1], [0.1, 0.2, 0.0], [-0.1, -0.3, -0.1], [-0.1, 0.2, 0.0], [0.1, 0.1, -0.1], [-0.1, -0.2, 0.3], [0.0, 0.1, 0.0], [-0.1, -0.1, -0.1], [-0.1, 0.0, 0.0], [0.0, -0.1, 0.1], [0.0, 0.0, 0.0], [0.0, 0.0, 0.0], [0.1, 0.1, -0.1], [0.0, 0.0, 0.0], [0.0, 0.1, 0.1], [0.1, 0.0, 0.0], [0.1, 0.0, -0.2], [0.1, -0.1, -0.1], [-0.1, 0.0, -0.1], [0.1, 0.0, -0.1], [0.0, 0.1, 0.0], [0.0, -0.2, 0.0], [0.0, 0.3, 0.0], [-0.2, -0.5, -0.1], [0.3, 0.3, 0.1], [-0.1, -0.2, -0.1], [0.1, 0.2, 0.2], [-0.1, 0.1, -0.4], [-0.2, -0.1, 0.1], [0.3, 0.2, -0.1], [0.0, -0.1, 0.0], [0.0, 0.1, 0.1], [0.0, 0.1, 0.0], [0.1, 0.1, -0.1], [0.0, 0.0, 0.0], [0.0, 0.0, 0.0], [-0.2, -0.1, 0.1], [0.0, 0.0, 0.0], [0.0, -0.1, -0.1], [0.0, -0.1, 0.0], [0.0, 0.0, 0.0], [0.0, 0.0, 0.2], [-0.1, 0.1, 0.0], [-0.1, -0.1, 0.2], [0.0, 0.0, -0.1]], "mulliken_charge": [-0.0150, -0.9410, -0.3835, 0.6948, -0.3726, -0.4482, -0.4699, 0.2599, -0.2246, -0.2897, 0.2882, -0.4646, -0.2234, 0.3842, -0.9606, -1.0018, -0.6049, -0.7262, -0.6514, -0.6955, -0.4066, -0.5267, -0.7891, -0.9952, -0.3425, -0.5640, -0.8663, -0.9462, -0.0383, -0.8424, -0.5575, -1.0049, -0.3668, 1.2862, -0.6310, -0.7219, 0.4746, 0.3499, 0.5507, 0.5411, 0.6960, 0.2780, 0.0454, 0.3095, 0.5489, 0.3644, 0.4415, 0.3682, 0.3692, 0.2081, 0.3715, 0.3368, 0.4227, 0.3088, 0.3388, 0.2256, 0.1498, 0.2998, 0.2600, 0.4434, 0.3916, 0.3847, 0.3486, 0.1948, 0.2393, 0.4302, 0.3145, 0.3867, 0.3323, 0.2908, 0.4458, 0.0999, 0.3935, 0.3641, 0.3547, 0.3161, 0.3390, 0.2383, 0.3502, 0.2760, -0.7101, -0.3419, -0.8012, -0.1665, -0.3387, -0.5808, -0.5156, -0.3677, -0.5976, 0.2356, 0.2961, 0.3381, 0.4098, 0.3949, 0.3626, 0.1682, 0.0663, 0.3447, 0.3891, 0.2975, 0.3099, 0.2989, 0.1758, 0.2908, -0.7008, -0.3367, -0.8088, -0.1743, -0.3034, -0.7714, -0.4910, -0.3853, -0.5439, 0.2348, 0.2881, 0.3351, 0.4008, 0.3942, 0.3920, 0.1694, 0.0426, 0.3897, 0.4170, 0.3402, 0.3654, 0.3668, 0.0922, 0.2941]}

2.
{"formula": "C16H17N2O5PdS", "method": "ωB97M-V/def2-TZVPD", "orbital_gap_ev": 6.75, "total_charge": -1, "total_energy_ev": -44405.079, "species": ["Pd", "C", "C", "C", "C", "C", "C", "C", "C", "C", "S", "C", "N", "H", "H", "H", "H", "H", "H", "H", "H", "O", "C", "O", "C", "O", "O", "C", "N", "C", "C", "C", "O", "H", "H", "H", "H", "H", "H", "H", "H", "H"], "coordinates": [[0.0897, -1.5261, -1.8217], [-2.1148, 0.8664, -2.6139], [-0.8125, 1.3730, -2.0827], [-0.7032, 2.7553, -1.7888], [0.4845, 3.2842, -1.3994], [1.6290, 2.4602, -1.3374], [2.9125, 2.9699, -1.0437], [3.9867, 2.1215, -1.0688], [3.8255, 0.7618, -1.3635], [2.5812, 0.2089, -1.6176], [2.3669, -1.4698, -1.9539], [1.4556, 1.0877, -1.6141], [0.2208, 0.5624, -1.9374], [-2.6466, 1.6828, -3.1034], [-2.7372, 0.4514, -1.8232], [-1.9536, 0.0508, -3.3141], [-1.5865, 3.3716, -1.8904], [0.5776, 4.3400, -1.1700], [3.0252, 4.0231, -0.8174], [4.9808, 2.5013, -0.8642], [4.6908, 0.1111, -1.3859], [-3.3777, -3.3445, -1.0322], [-2.2377, -2.9775, -1.2369], [-1.9119, -1.7493, -1.5174], [-1.0449, -3.9805, -1.2199], [-1.1894, -5.1186, -0.8284], [0.0822, -3.4999, -1.6649], [-1.2709, -0.1985, 4.1365], [-0.4639, -0.9962, 3.2361], [0.5265, -1.9257, 3.7558], [-0.5484, -0.9167, 1.8730], [-1.5626, 0.0216, 1.2614], [0.1871, -1.5870, 1.1716], [-0.9481, -0.3919, 5.1572], [-2.3334, -0.4468, 4.0728], [-1.1566, 0.8724, 3.9523], [0.4763, -1.9277, 4.8429], [1.5320, -1.6444, 3.4383], [0.3419, -2.9331, 3.3820], [-2.3322, 0.3688, 1.9468], [-2.0144, -0.5006, 0.4177], [-1.0264, 0.8885, 0.8669]], "forces_ev_per_a": [[0.3, 0.1, -0.2], [0.0, -0.1, 0.0], [0.1, 0.0, -0.1], [0.0, 0.0, 0.0], [0.0, 0.0, 0.0], [0.0, 0.0, 0.0], [0.0, 0.0, 0.0], [0.0, 0.0, 0.0], [0.0, 0.0, 0.0], [0.0, 0.1, 0.0], [0.0, -0.1, -0.1], [0.0, 0.0, 0.0], [-0.2, 0.0, 0.1], [0.0, 0.0, 0.0], [0.0, 0.0, 0.1], [0.0, 0.0, 0.0], [0.0, 0.0, 0.0], [0.0, 0.0, 0.0], [0.0, 0.0, 0.0], [0.0, 0.0, 0.0], [0.0, 0.0, 0.0], [0.0, 0.0, 0.1], [-0.2, 0.1, -0.2], [0.0, 0.0, 0.0], [0.2, -0.1, 0.1], [-0.1, 0.0, -0.1], [-0.1, 0.1, 0.0], [0.0, 0.0, 0.0], [0.0, 0.0, 0.0], [0.0, 0.0, 0.0], [-0.1, 0.0, 0.0], [0.0, 0.0, 0.0], [0.0, 0.0, 0.1], [0.0, 0.0, 0.0], [0.0, 0.0, 0.0], [0.0, 0.0, 0.0], [0.0, 0.0, 0.0], [0.0, 0.0, 0.0], [0.0, 0.0, 0.0], [0.0, 0.0, 0.0], [0.0, 0.0, 0.0], [0.0, 0.0, 0.0]], "mulliken_charge": [0.4561, -1.3624, 0.8108, -0.5443, -0.7623, 1.2598, -0.9305, -0.4571, -0.5364, 0.3876, -0.4015, -0.1359, -0.3283, 0.4988, 0.1973, 0.2625, 0.3807, 0.3864, 0.3369, 0.3494, 0.3970, -0.6688, 0.5354, -0.4606, 0.6271, -0.6496, -0.7077, -0.9005, 0.1304, -0.8079, 0.2930, -0.4487, -0.5262, 0.2628, 0.3209, 0.3426, 0.2801, 0.2710, 0.2806, 0.4724, -0.0139, 0.1029]}

3.
{"formula": "C23H28ClN7O2", "method": "ωB97M-V/def2-TZVPD", "smiles": "CNC(=O)[C@H](Cc1c[nH]c2ccccc12)NC(C)=O.[H]/N=C1\\NCCN1Cc1ccc(Cl)nc1", "orbital_gap_ev": 8.77, "total_energy_ev": -51355.027, "species": ["O", "O", "Cl", "N", "N", "C", "C", "C", "C", "C", "C", "C", "C", "C", "C", "C", "C", "C", "C", "C", "C", "N", "N", "N", "N", "N", "C", "C", "C", "C", "C", "C", "C", "H", "H", "H", "H", "H", "H", "H", "H", "H", "H", "H", "H", "H", "H", "H", "H", "H", "H", "H", "H", "H", "H", "H", "H", "H", "H", "H", "H"], "coordinates": [[2.5589, 1.1074, 5.4560], [1.1987, 1.5335, 0.1759], [-2.1314, 4.2716, -3.6198], [2.1595, -1.5294, -0.0146], [-1.2973, 1.9516, -2.6037], [1.9846, 0.5981, 4.5071], [0.7546, 1.9184, 1.2481], [1.5445, -1.9297, -1.0598], [-2.5022, 0.9740, 0.8730], [-1.7220, 0.2352, 1.6944], [-0.3702, 0.9984, -2.3767], [-0.9612, 3.0024, -3.3669], [0.3025, 3.1200, -3.9490], [-1.6479, -3.5789, 1.0026], [-2.5702, -3.5756, -0.0601], [-1.2954, -2.3757, 1.6440], [-3.1312, -2.3642, -0.5008], [1.2561, 2.1262, -3.7461], [-1.8557, -1.1444, 1.2379], [-2.7714, -1.1719, 0.1445], [0.9164, 1.0362, -2.9418], [-3.1157, 0.1490, -0.0494], [0.3870, 3.1923, 1.4538], [0.9409, -3.1404, -1.0279], [1.3768, -1.3134, -2.2681], [1.3766, 1.3678, 3.6068], [1.9704, -0.9101, 4.3563], [0.3651, 4.2282, 0.4191], [1.9616, -0.0058, -2.6080], [0.2652, -3.3696, -2.3145], [0.7456, -2.2290, -3.2206], [-0.8588, 0.7578, 2.7981], [0.6199, 0.9368, 2.4204], [2.1818, -2.1946, 0.7462], [-2.5997, 2.0520, 0.9102], [-0.6355, 0.1789, -1.7153], [0.5303, 3.9922, -4.5509], [-1.2209, -4.5152, 1.3372], [-2.8444, -4.5058, -0.5398], [-0.6034, -2.3877, 2.4723], [-3.8345, -2.3495, -1.3198], [2.2478, 2.2120, -4.1832], [-3.6782, 0.4983, -0.8131], [0.0267, 3.4299, 2.3632], [0.3901, -3.2803, -0.1861], [1.4901, 2.3558, 3.7630], [2.4565, -1.1820, 3.4211], [0.9448, -1.2697, 4.3693], [2.5199, -1.3487, 5.1883], [0.8716, 5.1262, 0.7745], [0.8675, 3.8781, -0.4860], [-0.6677, 4.4726, 0.1661], [2.6453, -0.1303, -3.4538], [2.5604, 0.3661, -1.7685], [-0.8207, -3.3170, -2.1943], [0.5274, -4.3442, -2.7380], [1.4749, -2.5939, -3.9507], [-0.0919, -1.7621, -3.7483], [-1.2660, 1.7099, 3.1419], [-0.9288, 0.0583, 3.6310], [1.0025, -0.0162, 2.0531]], "forces_ev_per_a": [[0.1, 0.1, 0.2], [-0.4, 0.2, 0.3], [0.1, -0.3, 0.1], [0.8, 2.0, -0.4], [0.3, 0.4, -0.2], [0.9, -0.8, 1.4], [1.0, -0.9, -1.0], [0.9, 0.3, 2.1], [0.2, -0.4, -0.1], [0.2, -0.8, -0.2], [0.3, 0.9, -0.8], [0.8, -1.4, 0.5], [-0.1, 0.3, -0.1], [-0.1, 1.0, 0.2], [-0.1, 1.2, 0.1], [-0.4, -0.2, -0.4], [0.3, -0.3, 0.3], [-0.8, -0.1, 0.4], [0.1, -0.8, 0.0], [0.9, 0.5, 0.8], [-0.1, 0.1, 0.1], [-0.8, 0.4, -0.8], [-0.3, 0.7, 0.3], [-1.3, -1.7, -1.6], [0.3, 0.7, 0.1], [-0.8, 0.5, -1.8], [0.0, 0.3, -0.2], [0.0, -0.2, 0.1], [-0.4, -0.8, 0.0], [-0.4, -0.3, 0.3], [0.3, 0.3, 0.3], [-0.4, -0.3, -0.2], [-0.2, 0.0, 0.5], [-0.2, -0.3, -0.3], [-0.3, -0.2, -0.4], [-0.1, 0.1, 0.0], [0.0, -0.1, 0.0], [0.0, 0.0, 0.1], [0.0, 0.0, 0.0], [0.2, -0.1, 0.1], [-0.1, 0.0, -0.1], [-0.2, 0.0, 0.0], [0.1, -0.1, 0.2], [-0.1, 0.1, -0.1], [0.1, -0.1, -0.4], [0.1, 0.1, 0.1], [-0.1, -0.2, -0.1], [-0.1, -0.2, -0.1], [-0.1, 0.2, -0.1], [0.0, 0.0, 0.0], [-0.1, -0.2, 0.3], [0.0, 0.1, -0.1], [0.0, 0.0, -0.1], [-0.2, -0.4, 0.1], [0.1, -0.1, 0.0], [-0.1, 0.1, 0.1], [0.0, 0.1, -0.1], [0.2, 0.1, 0.0], [0.0, 0.0, 0.1], [0.2, 0.1, 0.2], [0.2, 0.2, -0.1]], "mulliken_charge": [-0.6915, -0.5390, -0.2013, -0.7493, -0.5134, 0.6153, -0.3176, 0.5111, -0.9882, 0.6075, -0.1030, -0.1377, -0.3392, -1.0983, -0.3038, 0.3081, -1.1243, -0.8918, 1.3992, -0.8397, 1.0380, 0.1391, -0.0929, -0.4329, 0.2752, 0.0565, -0.8095, -0.8640, -1.3539, -0.2763, -0.5951, -1.3049, 0.7467, 0.2455, 0.3464, 0.5679, 0.4390, 0.3352, 0.4127, 0.3715, 0.4152, 0.4258, 0.2420, 0.2606, 0.2026, 0.2436, 0.2100, 0.2328, 0.3441, 0.3409, 0.2505, 0.3013, 0.5044, 0.2835, 0.0537, 0.3644, 0.3554, 0.3260, 0.3124, 0.4508, 0.0327]}